{"formula": "C3H18NO4", "method": "wB97M-V/def2-TZVPD", "species": ["C", "C", "N", "C", "H", "H", "H", "H", "H", "H", "H", "H", "H", "H", "H", "H", "O", "H", "H", "O", "H", "H", "O", "H", "H", "O"], "coordinates": [[-0.753090, -2.260211, 1.154326], [-2.147998, -2.296227, 0.487849], [-2.218119, -1.369289, -0.717455], [-3.504779, -1.589854, -1.467475], [0.071880, -2.436098, 0.455973], [-0.498741, -1.306728, 1.608994], [-0.627069, -3.043032, 1.884783], [-2.212745, -3.262383, -0.019913], [-2.834578, -1.997245, 1.278465], [-1.353303, -1.527301, -1.325930], [-2.118317, -0.369923, -0.508792], [-3.790519, -2.640775, -1.351179], [-3.483149, -1.379924, -2.534708], [-4.281577, -0.910453, -1.135760], [0.344767, 0.347472, -0.769967], [0.732534, 0.235495, -2.217349], [0.102763, -0.113699, -1.583599], [4.111749, 0.440648, 1.540649], [5.323186, 0.126696, 0.642068], [4.628733, 0.766684, 0.788816], [1.505406, 3.618987, 1.095792], [0.303734, 4.244319, 0.321514], [0.545796, 3.681372, 1.062116], [3.877347, 3.655276, 0.188926], [4.591676, 4.829948, 0.647780], [3.684411, 4.556248, 0.474075]], "forces_ev_per_angstrom": [[0.543, 0.417, -0.966], [2.341, 0.292, -0.022], [0.578, 0.041, -0.904], [-0.399, -0.222, -0.471], [-0.285, -0.085, -0.320], [-0.361, 0.149, 0.284], [-0.420, -0.183, 0.391], [-0.813, -0.069, 0.810], [-0.722, -0.401, -0.703], [-1.240, 0.131, 0.789], [-0.101, -0.261, 0.305], [-0.045, 0.404, 0.107], [0.884, -0.007, -0.035], [-0.003, -0.158, 0.715], [0.026, 0.001, 0.021], [0.088, -0.044, -0.375], [-0.066, 0.084, 0.416], [0.364, 0.069, -0.241], [0.233, -0.234, 0.035], [-0.637, 0.240, 0.195], [0.067, 0.469, -0.158], [0.357, 0.114, 0.055], [-0.361, -0.555, 0.079], [-0.357, -0.243, -0.135], [-0.084, 0.593, 0.235], [0.416, -0.541, -0.108]], "de_lowest_kj_mol": 180.0, "homo_energy_ev": -13.64, "orbital_gap_ev": 10.611, "total_charge": 1}



{"formula": "C4H6ClFOS", "method": "wB97M-V/def2-TZVPD", "species": ["C", "C", "C", "C", "H", "H", "H", "H", "H", "H", "O", "F", "S", "Cl"], "coordinates": [[-1.481788, 0.727219, 1.417432], [-0.792199, 0.020999, 0.401624], [-0.258921, 0.631625, -0.979317], [0.561196, 0.304097, 0.156484], [-1.277383, 0.342286, 2.323451], [-1.170029, 1.763212, 1.460402], [-2.523080, 0.814852, 1.236094], [-2.312915, -1.341695, -0.852433], [-0.246374, -0.165761, -1.728308], [-1.368358, 1.939961, -1.762998], [-0.569030, 1.957525, -1.262162], [1.210165, 1.356577, 0.768249], [-1.137102, -1.717812, -0.163466], [1.916635, -0.814171, -0.050296]], "forces_ev_per_angstrom": [[-1.441, 2.739, -1.099], [-0.459, -3.084, -3.247], [-1.598, 0.434, 0.239], [5.585, 1.361, -0.384], [0.379, -1.505, 3.303], [0.439, 0.294, -0.155], [-1.172, -0.375, -0.032], [1.269, -0.486, 0.805], [-0.146, 0.975, -0.284], [-0.889, 0.144, -0.552], [1.403, -0.407, 0.339], [-1.345, 0.256, 0.428], [-1.876, 0.552, 0.639], [-0.150, -0.896, 0.002]], "de_lowest_kj_mol": 183.0, "homo_energy_ev": -9.13, "orbital_gap_ev": 9.434}